C5H12ClN3O2 in the gas phase in a non-equilibrium geometry. Source: the OMol25 dataset; level of theory: ωB97M-V/def2-TZVPD.

Last columns: bonded neighbours and bond lengths (Å).
Atoms and positions in Å:
1 C -0.5990 0.6213 1.4388  C5 1.506, H12 1.199, H13 1.008, H14 1.120
2 C -1.2114 1.9006 -1.3194  N6 1.480, H15 1.093, H16 1.073, H17 1.107
3 C 0.4588 -1.8075 -0.2758  C4 1.615, N7 1.528, H18 1.221, H19 1.130
4 C 1.6901 -2.7403 -0.7484  C3 1.615, Cl11 1.711, H20 1.047, H21 1.100
5 C 0.3101 0.5894 0.2389  C1 1.506, N6 1.377, N7 1.413, N8 1.766
6 N -0.1702 0.8940 -1.0154  C2 1.480, C5 1.377, H22 1.049
7 N 1.1651 -0.5337 0.1847  C3 1.528, C5 1.413, H23 1.036
8 N 1.5457 1.7828 0.6477  C5 1.766, O9 1.204, O10 1.213
9 O 1.9728 2.4103 -0.2863  N8 1.204
10 O 1.9125 1.7979 1.8037  N8 1.213
11 Cl 1.0153 -4.2529 -1.1785  C4 1.711
12 H -0.6035 1.6699 2.0208  C1 1.199
13 H -1.5437 0.3632 1.2002  C1 1.008
14 H -0.2804 -0.1033 2.2317  C1 1.120
15 H -1.2876 1.7829 -2.4032  C2 1.093
16 H -2.0740 1.6744 -0.7230  C2 1.073
17 H -0.9207 2.8655 -0.8613  C2 1.107
18 H 0.0415 -2.3740 0.7218  C3 1.221
19 H -0.3594 -1.5408 -1.0075  C3 1.130
20 H 2.2306 -2.7392 0.1479  C4 1.047
21 H 2.2253 -2.3030 -1.6040  C4 1.100
22 H 0.5994 1.1806 -1.6681  N6 1.049
23 H 1.4397 -0.8229 1.1404  N7 1.036

Calculated values
SMILES: CN[C@@](C)(NCCCl)[N+](=O)[O-]
Total energy in Eh: -972.49857
HOMO level in eV: -9.2495
Energy relative to the best compared isomer or geometry (same formula, charge and spin) in kcal/mol: 12.6